#w
Molecular formula: C3H6ClFO
Method: DFT, wB97M-V/def2-TZVPD

Structure (XYZ):
```
12
Properties=species:S:1:pos:R:3:nbo_charge:R:1
C -1.875 -1.016 0.138 -0.27
C 2.260 1.055 -0.432 -0.13
C -0.750 -0.463 0.905 -0.03
O -3.013 -0.187 0.040 -0.71
F 1.172 1.053 -1.170 -0.34
Cl 0.609 -1.396 1.278 0.05
H -2.104 -2.015 0.135 0.21
H -1.522 -0.852 -0.953 0.26
H 2.532 2.051 0.027 0.16
H 2.269 0.376 0.457 0.16
H 3.178 0.688 -0.897 0.15
H -2.756 0.707 0.473 0.49
```

HOMO in eV: -8.9
HOMO-LUMO gap in eV: 8.33

=====

#x
Molecular formula: C3H6ClFO
Method: DFT, wB97M-V/def2-TZVPD

Structure (XYZ):
```
12
Properties=species:S:1:pos:R:3:nbo_charge:R:1
C -0.298 1.066 0.285 -0.11
C 0.578 -0.301 0.649 -0.49
C -0.062 -1.314 -0.401 0.12
H 0.820 2.525 -0.810 0.38
H -0.469 1.863 1.240 0.17
H -1.451 0.381 0.024 0.25
H 1.649 -0.498 0.474 0.23
H 0.035 -0.527 1.674 0.23
H 0.158 -2.329 0.007 0.18
O -0.157 1.549 -0.955 -0.66
F -1.398 -1.060 -0.235 -0.33
Cl 0.595 -1.355 -1.953 0.03
```

HOMO in eV: -9.2
HOMO-LUMO gap in eV: 9.31

=====

Tell me which of them is the least stable. Sure, it is #x.

=====

#w
Molecular formula: H8O4
Method: DFT, wB97M-V/def2-TZVPD

Structure (XYZ):
```
12
Properties=species:S:1:pos:R:3:nbo_charge:R:1
O -14.348 27.226 4.932 -0.94
H -13.977 27.468 4.059 0.48
H -13.638 27.247 5.552 0.47
O -14.614 29.913 3.613 -0.94
H -14.699 29.887 4.571 0.50
H -15.095 30.651 3.381 0.48
O -15.742 27.908 2.213 -0.97
H -16.686 28.158 2.280 0.46
H -15.273 28.571 2.728 0.48
O -12.105 30.661 4.539 -0.97
H -12.884 30.253 4.069 0.48
H -11.602 31.098 3.841 0.47
```

HOMO in eV: -11.0
HOMO-LUMO gap in eV: 11.35
SMILES string: O.O.O.O

=====

#x
Molecular formula: H8O4
Method: DFT, wB97M-V/def2-TZVPD

Structure (XYZ):
```
12
Properties=species:S:1:pos:R:3:nbo_charge:R:1
O 28.420 -5.800 -18.867 -0.96
H 28.619 -6.368 -18.120 0.50
H 29.127 -6.024 -19.424 0.48
O 28.959 -7.181 -16.198 -0.95
H 28.250 -6.752 -15.673 0.48
H 29.740 -6.914 -15.774 0.48
O 26.003 -5.554 -20.154 -0.96
H 26.861 -5.701 -19.784 0.48
H 25.395 -5.542 -19.416 0.45
O 27.422 -3.699 -17.516 -0.96
H 26.501 -3.959 -17.453 0.46
H 27.964 -4.459 -17.740 0.48
```

HOMO in eV: -10.8
HOMO-LUMO gap in eV: 11.04
SMILES string: O.O.O.O

=====

#y
Molecular formula: H8O4
Method: DFT, wB97M-V/def2-TZVPD

Structure (XYZ):
```
12
Properties=species:S:1:pos:R:3:nbo_charge:R:1
O 1.809 -1.641 -0.971 -0.97
H 0.958 -1.221 -1.163 0.49
H 1.680 -2.572 -1.201 0.49
O 1.332 0.524 0.788 -0.96
H 1.996 1.166 1.060 0.47
H 1.836 -0.015 0.195 0.50
O -1.926 -0.443 -0.938 -0.96
H -2.170 0.402 -1.310 0.47
H -1.765 -0.225 -0.010 0.49
O -1.288 1.450 1.064 -0.99
H -1.211 2.228 1.631 0.47
H -0.412 0.999 1.144 0.50
```

HOMO in eV: -11.0
HOMO-LUMO gap in eV: 11.70
SMILES string: O.O.O.O

=====

Tell me which of them is the least stable. Sure, it is #w.

=====

#w
Molecular formula: H8O4
Method: DFT, wB97M-V/def2-TZVPD

Structure (XYZ):
```
12
Properties=species:S:1:pos:R:3:nbo_charge:R:1
O 2.027 -2.370 -0.994 -0.94
H 2.236 -3.291 -0.968 0.47
H 1.076 -2.316 -0.866 0.47
O 1.377 2.452 -1.041 -0.95
H 1.855 2.170 -1.825 0.47
H 2.011 2.870 -0.452 0.48
O -2.626 -1.785 0.620 -0.94
H -3.443 -1.640 1.104 0.47
H -2.592 -1.148 -0.095 0.47
O -0.791 1.720 1.513 -0.95
H -0.069 1.176 1.829 0.47
H -0.889 1.572 0.570 0.48
```

HOMO in eV: -11.2
HOMO-LUMO gap in eV: 11.73
SMILES string: O.O.O.O

=====

#x
Molecular formula: H8O4
Method: DFT, wB97M-V/def2-TZVPD

Structure (XYZ):
```
12
Properties=species:S:1:pos:R:3:nbo_charge:R:1
O -14.102 -10.250 -7.149 -0.97
H -14.933 -9.777 -7.265 0.47
H -14.327 -11.020 -6.599 0.50
O -11.231 -9.521 -6.734 -0.97
H -12.092 -9.712 -7.148 0.50
H -10.975 -8.655 -7.068 0.47
O -11.685 -12.112 -5.618 -0.96
H -12.612 -12.266 -5.394 0.47
H -11.532 -11.172 -5.426 0.48
O -14.659 -12.447 -5.060 -0.97
H -15.319 -13.149 -5.114 0.49
H -14.582 -12.245 -4.117 0.49
```

HOMO in eV: -10.5
HOMO-LUMO gap in eV: 10.80
SMILES string: O.O.O.O

=====

Tell me which of them is the least stable. Sure, it is #w.

=====

#w
Molecular formula: H8O4
Method: DFT, wB97M-V/def2-TZVPD

Structure (XYZ):
```
12
Properties=species:S:1:pos:R:3:nbo_charge:R:1
O 0.425 -4.306 1.242 -0.94
H -0.262 -4.450 1.893 0.47
H 0.494 -5.140 0.777 0.47
O -2.470 1.344 -0.501 -0.94
H -1.859 0.714 -0.118 0.47
H -3.271 1.246 0.015 0.47
O -2.031 4.819 -3.876 -0.94
H -2.272 4.125 -3.262 0.47
H -1.196 5.151 -3.547 0.47
O 4.305 -0.838 2.321 -0.94
H 3.528 -1.294 1.999 0.47
H 4.608 -1.370 3.057 0.47
```

HOMO in eV: -11.3
HOMO-LUMO gap in eV: 11.90
SMILES string: O.O.O.O

=====

#x
Molecular formula: H8O4
Method: DFT, wB97M-V/def2-TZVPD

Structure (XYZ):
```
12
Properties=species:S:1:pos:R:3:nbo_charge:R:1
O 18.557 -10.243 8.060 -0.95
H 18.498 -9.764 7.223 0.48
H 18.634 -9.568 8.741 0.47
O 18.135 -10.289 5.133 -0.97
H 19.020 -10.643 4.982 0.49
H 17.574 -11.061 5.266 0.50
O 18.593 -7.411 4.984 -0.97
H 18.356 -8.350 4.949 0.50
H 17.874 -6.988 5.465 0.47
O 20.613 -5.133 5.173 -0.96
H 21.232 -5.313 5.887 0.46
H 20.032 -5.907 5.149 0.49
```

HOMO in eV: -10.9
HOMO-LUMO gap in eV: 11.28
SMILES string: O.O.O.O

=====

Tell me which of them is the least stable. Sure, it is #w.

=====

#w
Molecular formula: H8O4
Method: DFT, wB97M-V/def2-TZVPD

Structure (XYZ):
```
12
Properties=species:S:1:pos:R:3:nbo_charge:R:1
O -0.607 -0.550 2.454 -0.98
H -0.063 -0.709 3.220 0.47
H -0.075 -0.693 1.658 0.48
O 0.945 0.793 -2.074 -0.95
H 1.613 0.398 -2.675 0.48
H 0.249 0.975 -2.705 0.48
O -1.387 1.351 0.487 -0.93
H -1.193 1.356 -0.447 0.45
H -1.101 0.483 0.761 0.48
O 0.268 -1.158 -0.020 -0.97
H 0.508 -0.370 -0.436 0.50
H 0.843 -1.877 -0.224 0.49
```

HOMO in eV: -10.7
HOMO-LUMO gap in eV: 10.87
SMILES string: O.O.O.O

=====

#x
Molecular formula: H8O4
Method: DFT, wB97M-V/def2-TZVPD

Structure (XYZ):
```
12
Properties=species:S:1:pos:R:3:nbo_charge:R:1
O 0.595 1.104 2.186 -0.95
H 0.342 1.568 2.990 0.47
H -0.075 0.416 2.078 0.48
O 1.435 0.415 -2.685 -0.95
H 1.496 -0.229 -3.399 0.48
H 2.344 0.670 -2.493 0.48
O -1.706 -1.597 1.501 -0.97
H -1.147 -1.189 0.818 0.49
H -2.588 -1.605 1.117 0.47
O -0.408 -0.174 -0.560 -0.99
H 0.243 -0.118 -1.279 0.51
H -0.533 0.738 -0.273 0.48
```

HOMO in eV: -10.9
HOMO-LUMO gap in eV: 11.42
SMILES string: O.O.O.O

=====

Tell me which of them is the least stable. Sure, it is #w.

=====

#w
Molecular formula: H8O4
Method: DFT, wB97M-V/def2-TZVPD

Structure (XYZ):
```
12
Properties=species:S:1:pos:R:3:nbo_charge:R:1
O -0.081 1.428 -0.949 -0.92
H -0.119 0.695 -0.425 0.45
H -0.712 1.099 -1.648 0.47
O -0.232 -2.705 0.858 -0.92
H -0.693 -2.963 0.060 0.46
H -0.210 -1.795 0.741 0.46
O 3.439 2.811 1.944 -0.95
H 2.852 2.672 2.638 0.47
H 3.035 2.773 1.087 0.48
O -2.829 -1.399 -1.675 -0.92
H -3.483 -1.214 -2.272 0.46
H -3.050 -2.342 -1.604 0.46
```

HOMO in eV: -11.4
HOMO-LUMO gap in eV: 11.60
SMILES string: O.O.O.O

=====

#x
Molecular formula: H8O4
Method: DFT, wB97M-V/def2-TZVPD

Structure (XYZ):
```
12
Properties=species:S:1:pos:R:3:nbo_charge:R:1
O 17.591 15.742 -22.231 -0.95
H 18.207 15.740 -22.968 0.47
H 17.622 16.647 -21.903 0.48
O 14.745 17.807 -21.971 -0.96
H 14.752 17.152 -21.268 0.46
H 15.668 18.067 -22.077 0.49
O 19.088 20.646 -21.073 -0.96
H 18.763 20.828 -20.186 0.49
H 19.978 21.008 -21.100 0.49
O 17.491 18.967 -22.603 -0.99
H 17.440 19.281 -23.510 0.48
H 18.020 19.633 -22.126 0.50
```

HOMO in eV: -10.7
HOMO-LUMO gap in eV: 10.91
SMILES string: O.O.O.O

=====

Tell me which of them is the least stable. Sure, it is #w.

=====

#w
Molecular formula: H8O4
Method: DFT, wB97M-V/def2-TZVPD

Structure (XYZ):
```
12
Properties=species:S:1:pos:R:3:nbo_charge:R:1
O 2.702 0.568 -0.796 -0.96
H 2.068 0.061 -0.289 0.49
H 2.500 0.363 -1.709 0.47
O -1.013 2.033 -0.131 -0.95
H -1.289 2.195 0.771 0.48
H -0.526 2.819 -0.378 0.49
O 0.114 -0.425 -0.660 -0.98
H -0.653 -0.813 -1.081 0.47
H -0.164 0.460 -0.423 0.49
O -1.108 -2.640 1.273 -0.93
H -1.123 -2.850 2.207 0.47
H -1.508 -1.772 1.216 0.47
```

HOMO in eV: -10.7
HOMO-LUMO gap in eV: 11.08
SMILES string: O.O.O.O

=====

#x
Molecular formula: H8O4
Method: DFT, wB97M-V/def2-TZVPD

Structure (XYZ):
```
12
Properties=species:S:1:pos:R:3:nbo_charge:R:1
O -3.302 -16.000 -11.032 -0.95
H -3.583 -15.368 -11.700 0.50
H -3.147 -16.694 -11.590 0.48
O -3.951 -13.959 -12.899 -0.95
H -4.325 -13.342 -12.245 0.48
H -3.148 -13.408 -13.107 0.49
O -1.245 -14.152 -11.153 -0.96
H -1.905 -14.810 -10.914 0.48
H -0.680 -14.266 -10.415 0.46
O -5.633 -15.992 -9.744 -0.98
H -4.833 -16.186 -10.310 0.49
H -5.479 -15.197 -9.282 0.46
```

HOMO in eV: -10.8
HOMO-LUMO gap in eV: 11.24
SMILES string: O.O.O.O

=====

Tell me which of them is the least stable. Sure, it is #x.

=====

#w
Molecular formula: C3H2N2S2
Method: DFT, wB97M-V/def2-TZVPD

Structure (XYZ):
```
9
Properties=species:S:1:pos:R:3:nbo_charge:R:1
S 1.448 2.179 -0.010 0.12
C 0.591 0.707 0.096 -0.01
C -0.804 0.609 0.015 -0.36
C -1.133 -0.693 -0.068 0.03
N -0.061 -1.484 0.000 -0.24
N 0.983 -0.692 0.113 -0.28
S 2.527 -1.096 -0.018 0.28
H -1.464 1.521 0.034 0.25
H -2.086 -1.051 -0.162 0.22
```

HOMO (spin up / spin down) in eV: -8.5 / -8.5
HOMO-LUMO gap (spin up / spin down) in eV: 5.35 / 5.35
SMILES string: S=C1C=CN=[N+]1[S-]

=====

#x
Molecular formula: C3H2N2S2
Method: DFT, wB97M-V/def2-TZVPD

Structure (XYZ):
```
9
Properties=species:S:1:pos:R:3:nbo_charge:R:1
H 0.378 2.603 0.046 0.37
N -0.349 1.918 0.532 -0.54
C -0.142 0.718 0.096 0.31
N 1.165 0.143 -0.370 -0.45
C 1.220 -1.118 -0.293 0.05
S -0.389 -2.009 0.381 0.23
C -1.220 -0.379 0.226 -0.32
S -2.855 -0.391 -0.193 0.13
H 2.192 -1.485 -0.425 0.22
```

HOMO in eV: -9.2
HOMO-LUMO gap in eV: 7.48
SMILES string: [H]/N=C1\N=CSC1=S

=====

Tell me which of them is the least stable. Sure, it is #w.